# 1
{"formula": "C3H20NO5S2", "method": "ωB97M-V with the def2-TZVPD basis set", "orbital_gap_ev": 9.3328, "homo_energy_ev": -11.918, "energy_ha": -1353.42120, "fmax_ha_per_bohr": 0.0263, "total_charge": 1, "species": ["N", "C", "C", "S", "S", "C", "H", "H", "H", "H", "H", "H", "H", "H", "H", "H", "H", "H", "O", "H", "H", "O", "H", "H", "O", "H", "H", "O", "H", "H", "O"], "positions_angstrom": [[0.132, 0.606, 1.117], [-1.182, -0.044, 1.446], [-2.342, 0.719, 0.818], [-2.298, 0.426, -1.013], [-1.778, -1.495, -1.355], [-3.226, -2.553, -1.608], [0.499, 1.092, 1.949], [0.045, 1.352, 0.415], [0.836, -0.047, 0.710], [-1.254, -0.044, 2.544], [-1.271, -1.068, 1.087], [-3.322, 0.575, 1.251], [-2.124, 1.783, 0.966], [-3.810, -2.657, -0.699], [-2.822, -3.465, -2.056], [-3.848, -2.186, -2.439], [2.985, 0.087, -0.481], [3.296, -0.255, 0.991], [2.806, -0.562, 0.220], [0.018, -2.850, 0.742], [1.505, -2.493, 0.494], [0.655, -2.125, 0.706], [1.475, 1.637, 3.644], [2.175, 2.887, 3.107], [1.564, 2.186, 2.863], [0.254, 2.698, -1.675], [1.236, 1.674, -2.011], [0.888, 2.126, -1.235], [3.497, 1.264, -3.341], [2.710, 0.011, -3.908], [2.704, 0.717, -3.247]], "atomic_forces_ev_per_a": [[-0.3, -0.2, -0.2], [-1.0, 0.1, 0.8], [1.0, 0.3, -0.3], [-0.6, 0.6, 0.0], [0.4, -0.4, -0.1], [-0.5, 0.8, -1.0], [0.2, -0.3, -0.6], [0.0, -0.2, -0.3], [-0.3, 0.0, 0.5], [-0.1, -0.1, -0.3], [0.7, 0.2, 0.2], [0.0, -0.6, 0.1], [-0.2, 0.1, -0.4], [0.0, -0.4, -0.1], [0.1, -0.2, 0.7], [0.1, 0.3, 0.5], [0.1, -0.3, 0.1], [0.1, 0.0, -0.1], [-0.1, 0.4, -0.1], [0.3, 0.0, -0.1], [0.6, -0.3, -0.2], [-0.6, 0.0, 0.4], [0.2, 0.0, 0.5], [0.0, 0.1, 0.0], [0.0, -0.1, 0.0], [-0.3, 0.4, 0.3], [0.6, -0.6, -0.1], [-0.2, 0.2, -0.2], [-0.2, -0.4, -0.3], [0.3, 0.4, 0.1], [-0.2, 0.1, 0.4]], "nbo_charge": [-0.74, -0.25, -0.54, 0.08, 0.09, -0.76, 0.45, 0.46, 0.49, 0.21, 0.25, 0.25, 0.22, 0.23, 0.25, 0.24, 0.50, 0.48, -0.96, 0.49, 0.50, -0.97, 0.48, 0.51, -0.97, 0.48, 0.50, -0.98, 0.49, 0.50, -0.98]}

---

# 2
{"formula": "C5H10O", "method": "ωB97M-V with the def2-TZVPD basis set", "orbital_gap_ev": 8.7513, "homo_energy_ev": -8.220, "energy_ha": -271.62213, "fmax_ha_per_bohr": 0.0482, "total_charge": 0, "species": ["C", "C", "C", "C", "C", "O", "H", "H", "H", "H", "H", "H", "H", "H", "H", "H"], "positions_angstrom": [[-0.432, 1.145, 0.171], [0.681, 0.709, -0.619], [-1.293, -1.294, 0.657], [1.986, 0.304, -0.015], [-1.179, -0.279, -0.484], [-2.084, -0.075, -1.303], [-1.023, 1.970, -0.207], [-0.313, 1.112, 1.249], [0.693, 1.013, -1.662], [-0.015, -0.649, -0.979], [-0.398, -1.347, 1.276], [-1.467, -2.273, 0.211], [-2.152, -1.027, 1.272], [1.857, -0.125, 0.979], [2.540, -0.391, -0.647], [2.598, 1.206, 0.101]], "atomic_forces_ev_per_a": [[-1.0, -0.7, -0.2], [-0.4, -1.3, -0.5], [0.3, -0.3, -0.4], [0.1, -0.1, -0.1], [-0.5, 2.0, 1.4], [0.7, -0.4, -0.2], [0.0, 0.0, 0.1], [0.1, 0.1, 0.0], [0.0, 0.1, 0.1], [0.8, 0.3, -0.1], [0.0, 0.1, 0.0], [-0.1, 0.0, 0.1], [0.0, 0.1, -0.1], [0.0, 0.0, 0.0], [0.0, 0.0, 0.0], [-0.1, 0.0, 0.0]], "nbo_charge": [-0.56, -0.03, -0.64, -0.65, 0.39, -0.66, 0.25, 0.21, 0.23, 0.12, 0.20, 0.22, 0.23, 0.22, 0.23, 0.24]}